{"formula": "C34H28AsN4O3RhS2", "method": "wB97M-V/def2-TZVPD", "charge": 2, "e_lumo_ev": [-8.4488, -8.3568], "gap_ev": [5.307, 5.402], "species": ["Rh", "O", "C", "O", "C", "C", "C", "C", "C", "N", "H", "H", "H", "H", "S", "C", "C", "N", "C", "H", "H", "H", "N", "C", "N", "C", "C", "C", "C", "C", "C", "S", "H", "H", "H", "H", "H", "H", "O", "As", "C", "C", "C", "C", "C", "C", "C", "C", "C", "C", "C", "C", "C", "C", "C", "C", "C", "C", "H", "H", "H", "H", "H", "H", "H", "H", "H", "H", "H", "H", "H", "H", "H"], "positions_angstrom": [[-1.15, 0.08, 1.11], [-2.23, -3.83, 0.92], [-2.32, -2.63, 0.84], [-2.14, -1.72, 1.70], [-2.71, -2.02, -0.55], [-3.49, -2.75, -1.42], [-3.85, -2.13, -2.61], [-3.41, -0.84, -2.87], [-2.59, -0.21, -1.94], [-2.27, -0.80, -0.80], [-3.80, -3.75, -1.16], [-4.48, -2.65, -3.32], [-3.68, -0.33, -3.77], [-2.20, 0.79, -2.11], [-1.86, 0.55, 5.79], [-0.19, 0.79, 5.48], [0.08, 0.66, 4.16], [-1.01, 0.39, 3.40], [-2.10, 0.31, 4.12], [0.48, 1.01, 6.29], [1.05, 0.75, 3.70], [-3.07, 0.11, 3.71], [0.77, 2.97, 0.83], [-0.47, 3.15, 1.29], [-1.44, 2.28, 1.10], [-2.62, 2.70, 1.67], [-3.82, 2.00, 1.62], [-4.93, 2.54, 2.25], [-4.84, 3.76, 2.92], [-3.65, 4.48, 2.97], [-2.55, 3.94, 2.33], [-0.93, 4.59, 2.18], [1.01, 2.05, 0.45], [1.49, 3.66, 0.99], [-3.86, 1.06, 1.08], [-5.88, 2.02, 2.21], [-5.71, 4.16, 3.41], [-3.59, 5.42, 3.48], [0.84, 0.21, 0.20], [1.85, -0.60, -0.87], [3.46, 0.46, -0.77], [4.02, 1.04, -1.90], [5.14, 1.85, -1.76], [5.67, 2.08, -0.50], [5.10, 1.51, 0.63], [3.99, 0.69, 0.49], [1.16, -0.53, -2.68], [1.24, -1.64, -3.50], [0.87, -1.53, -4.83], [0.44, -0.32, -5.33], [0.37, 0.80, -4.51], [0.74, 0.70, -3.18], [2.11, -2.42, -0.27], [3.38, -2.95, -0.13], [3.51, -4.27, 0.28], [2.37, -5.02, 0.57], [1.10, -4.47, 0.42], [0.97, -3.17, -0.01], [3.60, 0.85, -2.88], [5.59, 2.30, -2.63], [6.53, 2.72, -0.40], [5.51, 1.70, 1.60], [3.53, 0.22, 1.36], [1.60, -2.58, -3.09], [0.93, -2.40, -5.47], [0.17, -0.23, -6.37], [0.05, 1.75, -4.91], [0.72, 1.57, -2.52], [4.26, -2.35, -0.34], [4.49, -4.72, 0.37], [2.48, -6.04, 0.92], [0.22, -5.05, 0.66], [0.00, -2.71, -0.14]]}

=====

{"formula": "C34H28Cl3F25N2O5S", "method": "wB97M-V/def2-TZVPD", "e_lumo_ev": -0.5294, "smiles": "C[C@@H](Cl)[C@H](Cl)c1cc(N)c(CC=O)c2c1N(COO)c1c(CCC(F)(F)C(F)(F)C(F)(F)C(F)(F)F)ccc(Cl)c1S2.FC(F)C(F)(F)COC(F)(F)C(F)F.FC(F)C(F)(F)COC(F)(F)C(F)F", "gap_ev": 7.594, "species": ["C", "C", "Cl", "C", "Cl", "C", "C", "C", "N", "C", "C", "C", "O", "C", "C", "N", "C", "O", "O", "C", "C", "C", "C", "C", "F", "F", "C", "F", "F", "C", "F", "F", "C", "F", "F", "F", "C", "C", "C", "Cl", "C", "S", "H", "H", "H", "H", "H", "H", "H", "H", "H", "H", "H", "H", "H", "H", "H", "H", "H", "H", "H", "H", "C", "C", "C", "F", "F", "F", "F", "O", "C", "C", "F", "F", "F", "F", "H", "H", "H", "H", "C", "C", "C", "F", "F", "F", "F", "O", "C", "C", "F", "F", "F", "F", "H", "H", "H", "H"], "positions_angstrom": [[1.55, 6.25, 2.35], [0.56, 6.13, 1.01], [0.46, 7.72, 0.04], [0.85, 4.80, 0.10], [1.48, 3.36, 1.15], [1.95, 4.98, -1.10], [3.29, 5.92, -0.74], [4.51, 6.21, -1.84], [5.70, 7.11, -1.48], [4.35, 5.47, -3.30], [5.54, 5.70, -4.42], [6.56, 4.40, -4.56], [7.46, 4.14, -3.60], [3.06, 4.54, -3.63], [1.79, 4.23, -2.59], [0.58, 3.36, -2.95], [-0.49, 4.13, -3.66], [-0.24, 4.42, -5.08], [-1.02, 3.65, -5.80], [0.97, 2.07, -3.61], [0.27, 0.68, -3.14], [-0.88, 0.41, -2.04], [-1.25, 1.58, -0.98], [-2.71, 2.34, -1.25], [-3.28, 2.06, -2.59], [-2.49, 3.83, -1.21], [-3.77, 2.01, -0.04], [-3.93, 0.53, 0.24], [-3.13, 2.56, 1.22], [-5.23, 2.73, -0.15], [-5.20, 4.22, -0.17], [-5.96, 2.37, 1.12], [-6.18, 2.24, -1.38], [-7.60, 2.37, -0.93], [-6.00, 0.84, -1.82], [-6.02, 3.20, -2.53], [0.77, -0.70, -3.95], [1.88, -0.73, -5.15], [2.58, 0.67, -5.62], [3.85, 0.64, -6.98], [2.11, 2.03, -4.83], [2.97, 3.66, -5.33], [1.01, 5.60, 3.20], [1.69, 7.35, 2.72], [2.60, 5.75, 2.19], [-0.53, 5.98, 1.47], [-0.16, 4.49, -0.40], [3.43, 6.46, 0.31], [5.34, 7.74, -0.70], [5.76, 7.78, -2.31], [6.20, 6.61, -4.10], [5.10, 5.95, -5.50], [6.39, 3.71, -5.52], [-1.57, 3.67, -3.60], [-0.56, 5.19, -3.12], [-0.53, 3.59, -6.70], [-1.82, -0.03, -2.63], [-0.50, -0.52, -1.39], [-0.38, 2.35, -0.74], [-1.43, 1.03, 0.07], [0.31, -1.76, -3.66], [2.14, -1.77, -5.68], [1.45, -3.17, 2.18], [1.12, -4.67, 2.28], [1.15, -5.42, 0.95], [0.24, -4.94, 0.07], [0.84, -6.73, 1.14], [-0.08, -4.83, 2.91], [2.05, -5.24, 3.11], [0.33, -2.28, 2.14], [-0.25, -2.08, 0.85], [-1.69, -2.60, 0.76], [-1.77, -3.92, 1.03], [-2.19, -2.43, -0.50], [0.57, -2.62, -0.09], [-0.23, -0.74, 0.65], [1.97, -2.91, 3.11], [2.18, -2.95, 1.40], [2.14, -5.38, 0.50], [-2.34, -2.07, 1.46], [-3.48, -9.01, 5.61], [-2.37, -9.98, 5.18], [-1.32, -10.27, 6.24], [-0.65, -9.16, 6.63], [-0.38, -11.13, 5.76], [-1.80, -9.52, 4.03], [-2.98, -11.16, 4.84], [-3.31, -7.64, 5.22], [-2.49, -6.85, 6.08], [-1.21, -6.36, 5.40], [-0.45, -7.39, 4.95], [-0.44, -5.65, 6.27], [-2.25, -7.55, 7.22], [-3.26, -5.79, 6.45], [-4.39, -9.33, 5.10], [-3.72, -9.10, 6.68], [-1.77, -10.74, 7.12], [-1.45, -5.72, 4.55]]}

=====

{"formula": "C34H28Cl4O20", "method": "wB97M-V/def2-TZVPD", "e_lumo_ev": -1.9066, "smiles": "O=C1C=C(O)C(=O)C=C1O.O=C1C=C(O)C(=O)C=C1O.O=C1C=C(O)C(=O)C=C1O.O=C1C=C(O)C(=O)C=C1O.O=C1C=C(O)C(=O)C=C1O.ClCCCl.ClCCCl", "gap_ev": 7.389, "species": ["C", "C", "C", "O", "C", "C", "C", "O", "O", "O", "H", "H", "H", "H", "C", "C", "C", "O", "C", "C", "C", "O", "O", "O", "H", "H", "H", "H", "C", "C", "C", "O", "C", "C", "C", "O", "O", "O", "H", "H", "H", "H", "C", "C", "C", "O", "C", "C", "C", "O", "O", "O", "H", "H", "H", "H", "C", "C", "C", "O", "C", "C", "C", "O", "O", "O", "H", "H", "H", "H", "Cl", "C", "C", "Cl", "H", "H", "H", "H", "Cl", "C", "C", "Cl", "H", "H", "H", "H"], "positions_angstrom": [[9.59, -16.21, -9.90], [9.34, -15.42, -8.81], [10.06, -15.66, -7.47], [9.74, -14.96, -6.54], [11.12, -16.61, -7.44], [11.38, -17.44, -8.48], [10.49, -17.35, -9.72], [10.48, -18.21, -10.59], [12.29, -18.42, -8.52], [8.45, -14.41, -8.83], [9.18, -16.07, -10.83], [11.71, -16.50, -6.51], [12.59, -18.73, -7.66], [8.49, -13.88, -8.01], [16.69, -21.37, -12.65], [15.49, -21.74, -12.24], [14.41, -22.30, -13.13], [13.28, -22.29, -12.64], [14.75, -22.84, -14.39], [16.05, -22.65, -14.74], [17.13, -21.77, -13.92], [18.18, -21.58, -14.47], [16.58, -23.04, -15.87], [15.09, -21.41, -11.00], [17.46, -20.83, -12.09], [13.96, -23.33, -14.93], [17.55, -22.93, -15.89], [14.22, -21.82, -10.86], [4.65, -25.72, -8.09], [4.43, -25.43, -6.78], [4.43, -23.98, -6.29], [4.05, -23.79, -5.11], [4.90, -23.00, -7.26], [5.31, -23.33, -8.47], [5.18, -24.73, -8.97], [5.55, -24.87, -10.11], [5.81, -22.46, -9.36], [4.08, -26.35, -5.91], [4.53, -26.74, -8.45], [5.01, -21.93, -6.93], [5.95, -22.94, -10.19], [3.86, -25.94, -5.07], [9.61, -21.69, -10.70], [10.97, -21.83, -10.51], [11.49, -23.18, -10.24], [12.68, -23.37, -9.98], [10.55, -24.33, -10.28], [9.27, -24.25, -10.60], [8.67, -22.89, -10.87], [7.51, -22.76, -11.24], [8.45, -25.30, -10.67], [11.91, -20.90, -10.27], [9.03, -20.78, -10.72], [10.97, -25.27, -9.89], [7.57, -24.92, -10.99], [11.53, -19.98, -10.42], [14.66, -26.96, -12.18], [13.93, -26.04, -12.83], [13.59, -26.13, -14.34], [12.92, -25.27, -14.90], [14.27, -27.13, -15.08], [15.16, -27.90, -14.49], [15.34, -27.94, -12.98], [16.16, -28.81, -12.69], [15.87, -28.85, -15.09], [13.30, -25.04, -12.23], [14.79, -27.00, -11.11], [14.13, -27.11, -16.16], [16.41, -29.21, -14.36], [12.84, -24.56, -12.99], [11.24, -28.16, -13.79], [10.41, -27.60, -12.31], [10.63, -28.41, -11.06], [12.32, -28.43, -10.61], [9.34, -27.60, -12.57], [10.74, -26.58, -12.13], [10.17, -29.38, -11.16], [10.02, -27.95, -10.31], [10.33, -21.71, -6.78], [8.72, -21.48, -6.05], [8.31, -19.99, -6.24], [9.29, -18.80, -5.44], [8.79, -21.86, -5.03], [8.04, -22.13, -6.61], [7.26, -19.73, -5.92], [8.36, -19.83, -7.34]]}

=====

{"formula": "C34H28CsN4O3PS2", "method": "wB97M-V/def2-TZVPD", "e_lumo_ev": -0.4885, "gap_ev": 6.308, "species": ["Cs", "N", "C", "C", "C", "C", "C", "C", "N", "C", "C", "C", "S", "C", "N", "H", "H", "H", "H", "H", "H", "H", "O", "S", "O", "O", "C", "C", "C", "C", "C", "C", "P", "C", "C", "C", "C", "C", "C", "C", "C", "C", "C", "C", "C", "H", "H", "H", "H", "H", "H", "H", "H", "H", "H", "H", "H", "H", "H", "N", "C", "C", "C", "C", "C", "C", "H", "H", "H", "H", "H", "H", "H"], "positions_angstrom": [[14.74, 9.54, 11.47], [16.98, 9.12, 16.43], [15.70, 9.17, 16.96], [15.16, 9.36, 18.24], [13.78, 9.45, 18.36], [13.00, 9.48, 17.18], [13.49, 9.38, 15.90], [14.85, 9.23, 15.76], [15.62, 9.07, 14.61], [16.88, 9.06, 15.07], [18.07, 9.03, 14.21], [19.41, 9.16, 14.58], [20.45, 9.15, 13.20], [19.05, 9.01, 12.22], [17.87, 9.00, 12.79], [17.90, 9.00, 16.94], [15.86, 9.42, 19.09], [13.26, 9.47, 19.30], [11.90, 9.66, 17.33], [12.84, 9.35, 14.99], [19.71, 9.29, 15.62], [19.14, 9.03, 11.14], [11.77, 9.13, 9.06], [11.08, 8.91, 10.32], [11.73, 9.58, 11.49], [10.65, 7.55, 10.60], [9.52, 9.79, 10.26], [8.25, 9.25, 10.22], [7.14, 10.05, 10.47], [7.34, 11.39, 10.90], [8.57, 11.99, 10.75], [9.69, 11.15, 10.48], [11.25, 11.97, 10.80], [11.28, 13.12, 9.42], [11.59, 12.66, 8.12], [11.67, 13.54, 7.02], [11.53, 14.91, 7.20], [11.14, 15.34, 8.48], [11.04, 14.45, 9.60], [10.86, 12.84, 12.36], [10.05, 12.23, 13.32], [9.89, 12.81, 14.57], [10.76, 13.78, 14.98], [11.69, 14.35, 14.06], [11.70, 13.90, 12.75], [8.08, 8.19, 10.04], [6.13, 9.65, 10.46], [6.48, 11.98, 11.28], [8.73, 13.04, 10.88], [11.74, 11.59, 8.02], [11.83, 13.07, 6.03], [11.79, 15.63, 6.46], [10.82, 16.41, 8.62], [10.89, 14.90, 10.63], [9.47, 11.31, 13.10], [9.09, 12.46, 15.22], [10.70, 14.13, 15.99], [12.44, 15.03, 14.38], [12.46, 14.29, 12.03], [14.51, 9.00, 7.83], [15.08, 7.89, 7.23], [16.28, 8.09, 6.47], [17.10, 7.03, 6.18], [16.72, 5.73, 6.59], [15.53, 5.53, 7.26], [14.65, 6.59, 7.52], [13.54, 8.92, 8.10], [14.71, 9.85, 7.29], [16.53, 9.07, 6.04], [18.03, 7.20, 5.66], [17.39, 4.93, 6.34], [15.34, 4.50, 7.62], [13.74, 6.44, 8.06]]}

=====

{"formula": "C34H28MoN2O2P", "method": "wB97M-V/def2-TZVPD", "charge": 3, "e_lumo_ev": -11.6202, "gap_ev": 5.227, "species": ["Mo", "C", "C", "O", "C", "C", "C", "N", "N", "C", "O", "C", "C", "C", "C", "C", "C", "H", "H", "H", "H", "H", "H", "H", "H", "H", "H", "H", "H", "C", "C", "C", "C", "C", "C", "P", "C", "C", "C", "C", "C", "C", "C", "C", "C", "C", "C", "C", "C", "C", "C", "C", "H", "H", "H", "H", "H", "H", "H", "H", "H", "H", "H", "H", "H", "H", "H", "H"], "positions_angstrom": [[1.13, 1.42, 0.75], [-0.19, 3.21, 4.36], [0.12, 2.00, 3.56], [0.54, 2.23, 2.30], [0.02, 0.71, 3.96], [0.46, -0.40, 3.18], [0.50, -1.74, 3.83], [0.91, -0.28, 1.94], [1.39, -1.45, 1.37], [2.15, -1.20, 0.37], [2.25, 0.17, 0.04], [2.87, -2.14, -0.44], [3.74, -1.68, -1.44], [4.46, -2.60, -2.18], [4.30, -3.96, -1.94], [3.44, -4.42, -0.94], [2.72, -3.51, -0.19], [0.73, 3.76, 4.56], [-0.64, 2.93, 5.31], [-0.86, 3.87, 3.81], [-0.35, 0.51, 4.95], [0.04, -1.71, 4.82], [1.53, -2.07, 3.93], [0.00, -2.48, 3.21], [3.86, -0.62, -1.62], [5.14, -2.26, -2.95], [4.87, -4.68, -2.52], [3.34, -5.48, -0.76], [2.06, -3.85, 0.60], [0.57, -1.90, -4.18], [-0.49, -2.42, -3.46], [-0.90, -1.81, -2.28], [-0.23, -0.67, -1.83], [0.82, -0.13, -2.58], [1.22, -0.75, -3.74], [-0.92, 0.24, -0.45], [-1.93, -0.73, 0.63], [-2.97, -0.06, 1.30], [-3.81, -0.76, 2.15], [-3.62, -2.12, 2.33], [-2.58, -2.79, 1.69], [-1.72, -2.10, 0.86], [-1.83, 1.64, -1.10], [-3.07, 1.71, -1.69], [-3.48, 2.92, -2.30], [-2.66, 4.02, -2.32], [-1.38, 3.97, -1.72], [-0.44, 5.05, -1.65], [0.77, 4.93, -1.01], [1.13, 3.71, -0.40], [0.23, 2.66, -0.49], [-1.01, 2.76, -1.13], [0.89, -2.38, -5.10], [-1.01, -3.30, -3.81], [-1.76, -2.21, -1.76], [1.33, 0.77, -2.26], [2.04, -0.34, -4.32], [-3.14, 1.00, 1.13], [-4.62, -0.25, 2.65], [-4.29, -2.67, 2.98], [-2.44, -3.85, 1.84], [-0.91, -2.62, 0.37], [-3.74, 0.85, -1.70], [-4.45, 2.97, -2.76], [-2.99, 4.93, -2.80], [-0.70, 6.00, -2.11], [1.46, 5.76, -0.97], [2.10, 3.66, 0.12]]}

=====

{"formula": "C34H28N4O4", "method": "wB97M-V/def2-TZVPD", "e_lumo_ev": -0.2573, "smiles": "Cc1c(NC(=O)[C@H](C)OC(=O)c2cc(-c3cccc4ccccc34)nc3ccccc23)c(=O)n(-c2ccccc2)n1C", "gap_ev": 7.746, "species": ["C", "C", "C", "N", "C", "O", "C", "C", "H", "H", "H", "H", "O", "C", "O", "C", "C", "C", "N", "C", "C", "C", "C", "C", "C", "H", "H", "H", "H", "C", "C", "C", "C", "C", "C", "C", "C", "C", "C", "H", "H", "H", "H", "H", "H", "H", "H", "H", "C", "O", "N", "C", "C", "C", "C", "C", "C", "H", "H", "H", "H", "H", "N", "C", "H", "H", "H", "H", "H", "H"], "positions_angstrom": [[-3.14, -4.29, -0.54], [-2.81, -2.88, -0.22], [-1.61, -2.26, 0.00], [-0.28, -2.66, 0.10], [0.35, -3.81, -0.16], [-0.16, -4.85, -0.52], [1.87, -3.73, 0.09], [2.24, -4.59, 1.29], [1.80, -4.17, 2.20], [3.32, -4.62, 1.40], [1.86, -5.59, 1.14], [2.38, -4.11, -0.81], [2.25, -2.37, 0.30], [3.41, -1.95, -0.23], [4.17, -2.67, -0.83], [3.59, -0.49, 0.00], [2.49, 0.34, -0.02], [2.68, 1.74, 0.13], [3.85, 2.27, 0.36], [4.94, 1.48, 0.41], [6.18, 2.09, 0.66], [7.32, 1.34, 0.70], [7.27, -0.04, 0.50], [6.07, -0.67, 0.26], [4.88, 0.07, 0.20], [6.04, -1.73, 0.09], [8.18, -0.62, 0.53], [8.28, 1.81, 0.90], [6.20, 3.16, 0.81], [1.52, 2.65, 0.08], [1.39, 3.58, 1.09], [0.29, 4.44, 1.14], [-0.68, 4.38, 0.17], [-0.56, 3.47, -0.90], [-1.53, 3.41, -1.92], [-1.40, 2.54, -2.97], [-0.28, 1.71, -3.05], [0.68, 1.74, -2.08], [0.56, 2.59, -0.96], [1.55, 1.12, -2.17], [-0.17, 1.05, -3.90], [-2.16, 2.51, -3.74], [-2.38, 4.08, -1.86], [-1.54, 5.03, 0.20], [0.20, 5.15, 1.95], [2.14, 3.62, 1.86], [1.49, -0.04, -0.14], [0.29, -1.87, 0.39], [-1.86, -0.85, 0.22], [-1.04, 0.03, 0.46], [-3.23, -0.70, 0.12], [-3.96, 0.39, 0.62], [-5.09, 0.19, 1.41], [-5.78, 1.28, 1.90], [-5.35, 2.57, 1.61], [-4.21, 2.76, 0.84], [-3.52, 1.67, 0.34], [-2.63, 1.81, -0.26], [-3.87, 3.75, 0.63], [-5.90, 3.42, 1.99], [-6.66, 1.13, 2.51], [-5.40, -0.81, 1.67], [-3.82, -1.95, -0.07], [-5.02, -2.02, -0.88], [-5.59, -2.89, -0.59], [-5.62, -1.13, -0.69], [-4.79, -2.07, -1.95], [-3.63, -4.36, -1.51], [-2.23, -4.88, -0.56], [-3.82, -4.70, 0.21]]}

=====

- What is the formula in the fifth record?
  C34H28MoN2O2P